No. 1
Entry from the Open Molecules 2025 dataset: a structure of composition C19H23ClN3O11OsS2Si at a distorted geometry (the ωB97M-V functional and the def2-TZVPD basis).

Each line ends with the Mulliken charge.
Element x y z (Å)
Os -0.2498 0.4987 0.4863  1.42
C 2.4007 4.7798 4.7654  -1.06
Si 1.2529 3.3331 5.0024  0.12
C 1.5375 2.4882 6.6411  -1.04
C -0.5311 3.8362 4.8239  -1.07
C 1.7403 2.0463 3.6713  0.41
C 2.9977 1.4479 3.7386  -0.18
C 3.4526 0.5406 2.7813  -1.11
C 2.6182 0.1948 1.7434  -0.22
N 1.3979 0.7349 1.6743  -0.21
C 0.9766 1.6451 2.5795  0.66
S -0.5784 2.1688 1.9605  -0.40
H 2.1884 5.5562 5.5034  0.35
H 2.2836 5.2218 3.7742  0.35
H 3.4468 4.4904 4.8836  0.35
H 1.3209 3.1781 7.4595  0.36
H 2.5700 2.1558 6.7635  0.34
H 0.8858 1.6203 6.7593  0.31
H -0.7896 4.4852 5.6643  0.35
H -1.2120 2.9834 4.8502  0.35
H -0.7192 4.4013 3.9099  0.35
H 3.6624 1.7084 4.5548  0.37
H 4.4431 0.1134 2.8409  0.43
H 2.8976 -0.4989 0.9609  0.57
O -0.0463 -0.3237 -2.9348  -0.50
Cl 0.7851 -0.5894 -1.8410  1.67
O 2.0102 -1.1923 -2.1526  -0.55
O 1.0739 0.7127 -1.0527  -0.63
O 0.0613 -1.3328 -0.7714  -0.73
O -2.7512 2.3406 -2.1416  -0.59
C -2.6553 1.3179 -1.5268  0.01
O -1.6526 1.0218 -0.7159  -0.13
C -3.6817 0.2272 -1.5612  0.38
C -3.4853 -0.9511 -0.8659  0.07
C -4.4437 -1.9399 -0.9325  -0.06
C -5.6019 -1.8057 -1.6716  -0.46
C -5.7631 -0.6139 -2.3546  -0.14
C -4.8330 0.4066 -2.3191  -0.76
N -6.9929 -0.4325 -3.1616  1.03
O -7.8086 -1.3262 -3.1175  -0.60
O -7.1589 0.6542 -3.6658  -0.59
N -4.2079 -3.1828 -0.1792  0.93
O -3.1778 -3.2436 0.4772  -0.63
O -5.0000 -4.0812 -0.3030  -0.57
H -2.5901 -1.1202 -0.2856  0.47
H -6.3452 -2.5868 -1.7221  0.63
H -4.9914 1.3235 -2.8688  0.64
O -0.6450 -0.7956 1.9830  -0.60
S -0.6665 -2.3663 1.8512  0.62
C -1.9274 -2.8146 3.0630  -0.82
C -1.2230 -2.9096 4.4090  -0.61
C 0.1057 -3.5993 4.1169  -0.72
C 0.7143 -2.8530 2.9305  -0.41
H -2.3238 -3.7720 2.7205  0.53
H -2.7151 -2.0701 2.9752  0.40
H -1.8310 -3.4690 5.1180  0.42
H -1.0579 -1.9120 4.8199  0.25
H -0.0629 -4.6459 3.8578  0.34
H 0.7887 -3.5761 4.9647  0.38
H 1.4332 -3.4239 2.3466  0.50
H 1.1563 -1.9004 3.2286  0.04

Properties
LUMO (alpha / beta)   -5.108 / -5.105 eV
Charge   +1
F_max   1.26 eV/A
Frontier orbital gap (alpha / beta)   6.9 / 6.9 eV
Spin multiplicity   1
Energy above the lowest of the compared OMol25 structures with the same formula, charge and spin   111.2 kJ/mol


No. 2
Entry from the Open Molecules 2025 dataset: an isolated molecule of C5H8O (the ωB97M-V functional and the def2-TZVPD basis).

Each line ends with the Mulliken charge.
Element x y z (Å)
O 1.7700 -0.0607 -1.5085  -0.47
C 1.7011 0.3853 -0.3826  -0.17
C 0.6864 -0.0544 0.6623  0.21
C 0.1316 -1.4708 0.5411  -0.75
C -1.3833 -0.1466 -0.5096  -0.79
C -0.6283 0.7570 0.4705  -0.58
H 2.3961 1.1928 -0.0471  0.35
H 1.1106 0.1176 1.6639  0.37
H 0.5474 -1.9129 -0.3879  0.24
H -1.2375 -1.2029 -0.0104  0.26
H -0.9724 -0.1383 -1.5226  0.32
H -2.4750 -0.0401 -0.5258  0.39
H -0.4864 1.7910 0.1287  0.33
H -1.1604 0.7830 1.4280  0.30

Properties
LUMO   0.074 eV
F_max   0.89 eV/A
Frontier orbital gap   8.7 eV
Spin multiplicity   1
Energy above the lowest of the compared OMol25 structures with the same formula, charge and spin   464.4 kJ/mol


No. 3
Entry from the Open Molecules 2025 dataset: a cluster of 5 separate species, C37H44BrCl8N3OP in total at a distorted geometry (the ωB97M-V functional and the def2-TZVPD basis).

Each line ends with the Mulliken charge.
Element x y z (Å)
C -0.7627 0.1721 3.1729  -0.20
C -1.2880 -1.0732 2.4779  -0.24
C -2.7416 -0.9884 1.9950  -1.12
C -3.0763 0.2432 1.1721  0.35
O -3.1790 -0.0803 -0.2446  -0.52
C -2.3566 0.7219 -1.0044  0.50
C -2.5397 0.5728 -2.5116  -1.27
N -1.1533 0.8239 -3.0145  0.52
C -0.9213 2.3057 -3.1232  -1.47
C 0.3297 2.8732 -2.4739  0.43
C 0.7476 4.1330 -3.2655  -1.27
Br 0.0452 3.4256 -0.6170  -0.09
C -0.4247 0.1391 -2.0610  -0.39
N 0.6068 -0.5946 -2.3441  -0.11
P 1.3287 -0.9672 -3.9520  0.00
C 3.1042 -1.0765 -3.4583  -1.06
C 1.2557 0.5383 -5.0293  0.12
C 0.1191 0.4017 -6.0312  -1.18
N -0.9411 0.2735 -0.8323  0.13
H 0.2430 -0.0513 3.5184  -0.45
H -0.6822 1.0156 2.4921  0.16
H -1.3394 0.4253 4.0553  0.30
H -1.2498 -1.8773 3.2079  0.47
H -0.6083 -1.3775 1.6835  0.16
H -3.4169 -1.1013 2.8323  0.46
H -2.9140 -1.8462 1.3483  0.32
H -2.3654 1.0473 1.3157  0.09
H -4.0510 0.6143 1.4669  -0.06
H -2.4675 1.7794 -0.7691  0.39
H -2.7836 -0.4790 -2.6633  0.36
H -3.2925 1.1947 -2.9643  0.52
H -0.8606 2.5202 -4.1859  0.51
H -1.7877 2.8486 -2.7663  0.56
H 1.1702 2.1989 -2.5265  0.24
H 1.4804 3.8242 -4.0058  0.31
H 1.2531 4.8311 -2.6141  0.46
H -0.0983 4.5709 -3.7792  0.32
H 1.0320 -1.0699 -1.5531  0.31
H 3.2508 -1.8202 -2.6856  0.36
H 3.4059 -0.1005 -3.0806  0.35
H 3.7127 -1.2565 -4.3290  0.37
H 1.2025 1.4789 -4.4911  -0.43
H 2.1938 0.5587 -5.5694  0.75
H 0.3335 -0.3955 -6.7307  0.28
H -0.0062 1.3229 -6.5912  0.39
H -0.8341 0.1769 -5.5661  0.25
H -0.8311 -0.5941 -0.3107  0.14
Cl 2.9664 0.1436 3.1628  -0.18
C 3.6648 -0.6384 4.5425  0.48
C 2.8979 -1.3913 5.4220  0.06
Cl 1.1938 -1.6104 5.2000  -0.15
C 3.4976 -1.9955 6.5148  -0.18
C 4.8570 -1.8509 6.7319  -0.54
C 5.6240 -1.1014 5.8516  -0.44
C 5.0272 -0.4965 4.7585  -0.52
H 2.8998 -2.5789 7.1992  0.30
H 5.3170 -2.3237 7.5891  0.38
H 6.6868 -0.9876 6.0158  0.37
H 5.6221 0.0888 4.0712  0.39
Cl 2.4145 -3.1249 9.8436  -0.18
C 0.7896 -3.6864 9.6497  0.35
C -0.1926 -2.8960 9.0685  0.31
Cl 0.1402 -1.3050 8.4749  -0.16
C -1.4878 -3.3811 8.9543  -0.47
C -1.8005 -4.6499 9.4110  -0.47
C -0.8162 -5.4415 9.9853  -0.47
C 0.4753 -4.9587 10.1051  -0.45
H -2.2533 -2.7633 8.5060  0.40
H -2.8124 -5.0204 9.3195  0.37
H -1.0550 -6.4339 10.3427  0.37
H 1.2429 -5.5713 10.5567  0.41
Cl -5.5528 2.3134 2.5176  -0.21
C -5.1979 3.7905 1.6910  0.23
C -6.1874 4.7211 1.4087  0.37
Cl -7.8276 4.4641 1.8767  -0.19
C -5.8615 5.8905 0.7352  -0.47
C -4.5541 6.1312 0.3476  -0.50
C -3.5632 5.2020 0.6346  -0.68
C -3.8865 4.0343 1.3047  -0.20
H -6.6335 6.6142 0.5148  0.41
H -4.3084 7.0448 -0.1763  0.39
H -2.5386 5.3877 0.3390  0.37
H -3.1156 3.3099 1.5325  0.51
Cl 1.6264 -4.1444 -8.0515  -0.20
C 2.4314 -2.9896 -9.0529  0.32
C 3.0180 -1.8527 -8.5190  0.17
Cl 2.9818 -1.5426 -6.8117  -0.06
C 3.6496 -0.9373 -9.3464  -0.43
C 3.6986 -1.1597 -10.7117  -0.50
C 3.1164 -2.2997 -11.2490  -0.52
C 2.4840 -3.2118 -10.4210  -0.38
H 4.1044 -0.0517 -8.9245  0.38
H 4.1912 -0.4444 -11.3557  0.38
H 3.1549 -2.4786 -12.3147  0.38
H 2.0292 -4.0991 -10.8382  0.42

Properties
LUMO   -2.430 eV
Charge   +1
F_max   1.62 eV/A
Frontier orbital gap   8.1 eV
Spin multiplicity   1


No. 4
Entry from the Open Molecules 2025 dataset: the ion C17H28NO3 with charge +1 (the ωB97M-V functional and the def2-TZVPD basis).

Each line ends with the Mulliken charge.
Element x y z (Å)
C 2.2491 -4.3640 -0.0745  -1.00
O 1.0189 -3.6703 -0.0118  -0.39
C 0.6904 -3.0238 1.1290  0.41
C 1.5250 -2.8561 2.2319  -0.72
C 1.0720 -2.1433 3.3270  -0.67
C -0.1855 -1.5634 3.3477  -0.69
C -1.0220 -1.7267 2.2442  0.39
O -2.3013 -1.2092 2.1521  -0.55
C -2.5496 0.0733 2.6770  -0.73
C -1.8501 1.1672 1.8480  0.35
O -0.4555 1.2247 2.0781  -0.74
C -2.1009 0.9115 0.3300  -1.34
N -0.8784 1.2573 -0.4230  0.54
C -0.9639 2.5444 -1.1461  -1.22
C 0.4076 2.9538 -1.6881  0.82
C 0.2915 4.2769 -2.4390  -1.73
C 0.9535 1.8460 -2.5906  -1.37
C 0.9980 0.5104 -1.8480  0.96
C 1.4836 -0.6243 -2.7448  -1.69
C -0.3966 0.1813 -1.3159  -0.47
C -0.5843 -2.4550 1.1483  -0.03
H 3.0984 -3.6781 -0.0034  0.36
H 2.2593 -4.8523 -1.0469  0.25
H 2.3199 -5.1202 0.7107  0.44
H 2.5113 -3.2877 2.2540  0.48
H 1.7127 -2.0364 4.1882  0.42
H -0.5177 -1.0451 4.2340  0.38
H -2.2545 0.1651 3.7271  0.32
H -3.6315 0.2033 2.6096  0.44
H -2.2483 2.1453 2.1388  0.55
H -0.1467 0.3969 2.4847  0.43
H -2.9504 1.4939 -0.0226  0.44
H -2.3257 -0.1484 0.1921  0.48
H -0.1704 1.3716 0.3441  0.55
H -1.3365 3.3062 -0.4590  0.53
H -1.6740 2.4318 -1.9693  0.39
H 1.0891 3.0909 -0.8407  0.29
H -0.3827 4.1815 -3.2864  0.38
H 1.2646 4.5813 -2.8119  0.42
H -0.0823 5.0612 -1.7864  0.42
H 1.9547 2.1116 -2.9279  0.49
H 0.3229 1.7510 -3.4767  0.24
H 1.6825 0.6000 -0.9958  0.31
H 2.4904 -0.4201 -3.0963  0.45
H 1.4932 -1.5657 -2.2012  0.30
H 0.8366 -0.7337 -3.6112  0.37
H -0.3641 -0.7552 -0.7543  -0.34
H -1.1014 0.0750 -2.1441  0.43
H -1.2506 -2.6343 0.3192  0.61

Properties
LUMO   -2.016 eV
Charge   +1
F_max   0.89 eV/A
Frontier orbital gap   9.6 eV
Spin multiplicity   1
Energy above the lowest of the compared OMol25 structures with the same formula, charge and spin   40.7 kJ/mol
SMILES string   COc1cccc(OC[C@@H](O)C[N@@H+]2C[C@H](C)C[C@H](C)C2)c1


No. 5
Entry from the Open Molecules 2025 dataset: a structure of composition C28H22GdI2N9O4S at a distorted geometry (the ωB97M-V functional and the def2-TZVPD basis).

Each line ends with the Mulliken spin population.
Element x y z (Å)
Gd 2.3699 -1.0644 -1.6090  5.99
I 3.4372 -2.8666 -3.9871  0.06
C 5.3200 -2.7196 -2.9256  0.11
I 5.5622 -0.9913 -1.7465  0.07
H 5.9857 -2.6984 -3.7630  -0.02
H 5.4277 -3.6346 -2.3538  -0.02
C -3.3684 -2.0340 -2.1066  0.00
N -1.9923 -1.6012 -2.4835  0.00
C -0.8554 -1.9039 -1.9265  0.02
N 0.1301 -1.2526 -2.5379  -0.03
C -0.5241 -0.5367 -3.4919  0.02
N -1.8193 -0.7225 -3.4960  0.00
C -3.6948 -1.6423 -0.6849  -0.03
C -4.5572 -2.4248 0.0568  0.09
C -4.8439 -2.1153 1.3809  -0.02
C -4.3015 -0.9810 2.0042  0.06
C -3.3916 -0.1954 1.2933  0.06
C -3.1328 -0.5040 -0.0495  0.05
C -2.6975 0.9073 1.9825  0.12
N -2.4055 1.0328 3.2331  0.10
N -1.6271 2.1326 3.3558  0.21
C -1.4495 2.5775 2.1339  0.11
O -2.1435 1.8899 1.2020  -0.03
C -0.5459 3.6334 1.6833  0.07
C 0.0293 4.5416 2.5956  0.08
C 0.9997 5.4616 2.1274  -0.03
C 1.3563 5.4777 0.7870  0.12
C 0.7952 4.6128 -0.1457  -0.02
C 1.1975 4.6265 -1.5840  0.00
N 1.7801 3.3603 -1.9990  0.00
C 2.0441 2.2670 -1.3106  0.02
N 2.5043 1.3198 -2.1272  -0.05
C 2.5164 1.9228 -3.3620  0.01
N 2.1398 3.1719 -3.2877  0.00
C -0.1886 3.6784 0.3239  0.07
H -3.3938 -3.1276 -2.2458  0.00
H -3.9436 -1.4984 -2.8189  0.00
H -0.7222 -2.5436 -1.0919  0.01
H -0.0762 0.1485 -4.1901  0.00
H -5.0239 -3.2987 -0.4378  0.00
H -5.4671 -2.8230 1.9266  0.00
H -4.4710 -0.8029 3.0642  0.00
H -2.4711 0.1313 -0.6386  0.00
H -0.2708 4.4614 3.6261  0.00
H 1.5286 6.0970 2.8600  0.00
H 2.0840 6.1537 0.3934  0.00
H 1.9229 5.4292 -1.7628  0.00
H 0.3892 4.8001 -2.2979  0.00
H 1.7104 2.1596 -0.2987  0.01
H 2.8489 1.4079 -4.2285  0.00
H -0.7029 3.0922 -0.3668  0.00
O 4.2663 -2.6429 1.2109  0.01
S 2.9173 -2.4731 0.8273  -0.09
O 2.5650 -3.0350 -0.5146  -0.06
N 2.5154 -0.9130 0.6500  0.03
C 1.2218 -0.6846 1.1759  -0.03
O 0.5802 0.2578 0.7754  -0.04
C 0.8056 -1.8135 2.0815  -0.03
C -0.4015 -1.9116 2.7786  0.00
C -0.7115 -3.2127 3.1965  0.00
C 0.1264 -4.2686 2.9515  0.00
C 1.3724 -4.1624 2.3517  0.00
C 1.6644 -2.9005 1.9534  0.02
H -1.0993 -1.0987 2.9012  0.02
H -1.6672 -3.4478 3.6874  0.00
H -0.2093 -5.2625 3.1629  0.00
H 2.0563 -4.9425 2.1360  0.00

Properties
LUMO (alpha / beta)   -6.282 / -10.177 eV
Charge   +2
F_max   3.97 eV/A
Frontier orbital gap (alpha / beta)   3.7 / 3.9 eV
Spin multiplicity   8


No. 6
Entry from the Open Molecules 2025 dataset: a structure of composition C38H37N4O2P2SV at a distorted geometry (the ωB97M-V functional and the def2-TZVPD basis).

Each line ends with the Mulliken spin population.
Element x y z (Å)
V 0.1825 0.6371 0.4869  1.96
C -1.4720 -5.6352 -4.2462  0.00
C -1.2739 -4.6600 -3.1244  0.00
C -2.0061 -4.7835 -1.9408  0.00
C -1.8011 -3.9229 -0.8801  0.00
C -0.8553 -2.9119 -1.0039  0.00
C -0.1171 -2.7621 -2.1686  0.01
C -0.3432 -3.6271 -3.2271  0.00
S -0.4470 -1.9648 0.4283  -0.02
O -1.4521 -0.9046 0.6732  -0.01
O -0.2582 -2.8779 1.5131  0.00
N 0.8799 -1.1000 0.1101  0.01
C 2.0720 -1.6000 0.6748  0.02
C 2.6573 -2.8001 0.3576  0.01
C 3.7887 -3.2428 1.0658  0.00
C 4.3248 -2.4912 2.0745  0.01
C 3.7490 -1.2497 2.4210  -0.01
C 4.2355 -0.4188 3.4508  0.01
C 3.5875 0.7576 3.7201  -0.01
C 2.4546 1.1062 2.9738  0.02
N 1.9631 0.3655 1.9978  -0.03
C 2.6086 -0.8014 1.7104  0.04
H -1.4451 -6.6591 -3.8745  0.00
H -0.7001 -5.5218 -5.0049  0.00
H -2.4426 -5.4864 -4.7226  0.00
H -2.7265 -5.5860 -1.8436  0.00
H -2.3542 -4.0348 0.0441  0.00
H 0.6461 -1.9964 -2.2309  0.01
H 0.2318 -3.5140 -4.1382  0.00
H 2.2224 -3.4119 -0.4225  0.00
H 4.2312 -4.1953 0.8081  0.00
H 5.1890 -2.8414 2.6239  0.00
H 5.1110 -0.7155 4.0143  0.00
H 3.9280 1.4186 4.5046  0.00
H 1.9441 2.0375 3.1855  0.00
C -2.0665 -0.0652 -3.1819  0.00
C -1.8106 0.1751 -1.8306  0.04
N -0.6265 0.5793 -1.3900  -0.03
C 0.3510 0.8054 -2.3000  0.04
C 0.1819 0.5947 -3.6776  -0.01
C -1.0708 0.1247 -4.1082  0.01
C 1.2694 0.8928 -4.5582  0.00
C 2.4191 1.4274 -4.0894  0.00
C 2.5810 1.7351 -2.7005  -0.01
C 3.6829 2.4345 -2.1815  0.03
C 3.6686 2.8002 -0.8563  -0.01
C 2.6131 2.4007 -0.0398  0.08
N 1.5969 1.6632 -0.4725  -0.03
C 1.5569 1.3878 -1.8055  0.04
H -3.0468 -0.4086 -3.4808  0.00
H -2.5827 0.0358 -1.0875  -0.01
H -1.2401 -0.0665 -5.1604  0.00
H 1.1427 0.7109 -5.6179  0.00
H 3.2315 1.6655 -4.7641  0.00
H 4.5089 2.7034 -2.8272  0.00
H 4.4712 3.3895 -0.4363  0.00
H 2.6037 2.6803 1.0032  -0.01
C -0.4648 1.8758 4.0062  0.00
P -0.8701 0.6960 2.6455  -0.06
C -0.9922 -0.8144 3.6495  0.00
C -2.5648 1.2405 2.2591  -0.03
C -3.6926 0.7776 2.9253  -0.01
C -4.9395 1.3034 2.6179  0.00
C -5.0638 2.2977 1.6573  0.00
C -3.9424 2.7636 0.9879  0.00
C -2.6889 2.2340 1.2811  0.01
P -1.1427 2.7563 0.4742  -0.05
C -0.7538 4.3400 1.3175  0.00
C -1.6515 3.4228 -1.1580  0.00
H -1.3895 2.0964 4.5374  0.00
H -0.0384 2.8053 3.6380  -0.01
H 0.2365 1.4099 4.6977  0.00
H -1.4293 -0.5555 4.6138  0.00
H 0.0096 -1.2136 3.8123  0.00
H -1.5810 -1.5772 3.1560  0.00
H -3.6052 0.0016 3.6754  0.00
H -5.8186 0.9330 3.1284  0.00
H -6.0376 2.7083 1.4264  0.00
H -4.0465 3.5380 0.2377  0.00
H -1.5665 5.0429 1.1415  0.00
H 0.1721 4.7522 0.9123  0.00
H -0.6453 4.1962 2.3887  0.00
H -2.1852 4.3624 -1.0279  0.00
H -2.2924 2.7208 -1.6856  0.00
H -0.7631 3.6140 -1.7628  0.00

Properties
LUMO (alpha / beta)   -5.854 / -6.155 eV
Charge   +2
F_max   2.77 eV/A
Frontier orbital gap (alpha / beta)   7.4 / 7.3 eV
Spin multiplicity   3
Energy above the lowest of the compared OMol25 structures with the same formula, charge and spin   65.7 kJ/mol


Please write out number 2 again, unchanged.
Entry from the Open Molecules 2025 dataset: an isolated molecule of C5H8O (the ωB97M-V functional and the def2-TZVPD basis).

Each line ends with the Mulliken charge.
Element x y z (Å)
O 1.7700 -0.0607 -1.5085  -0.47
C 1.7011 0.3853 -0.3826  -0.17
C 0.6864 -0.0544 0.6623  0.21
C 0.1316 -1.4708 0.5411  -0.75
C -1.3833 -0.1466 -0.5096  -0.79
C -0.6283 0.7570 0.4705  -0.58
H 2.3961 1.1928 -0.0471  0.35
H 1.1106 0.1176 1.6639  0.37
H 0.5474 -1.9129 -0.3879  0.24
H -1.2375 -1.2029 -0.0104  0.26
H -0.9724 -0.1383 -1.5226  0.32
H -2.4750 -0.0401 -0.5258  0.39
H -0.4864 1.7910 0.1287  0.33
H -1.1604 0.7830 1.4280  0.30

Properties
LUMO   0.074 eV
F_max   0.89 eV/A
Frontier orbital gap   8.7 eV
Spin multiplicity   1
Energy above the lowest of the compared OMol25 structures with the same formula, charge and spin   464.4 kJ/mol


Among the records above, which one has the highest F_max?
C28H22GdI2N9O4S